{
  "formula": "H3N3O2S",
  "method": "wB97M-V/def2-TZVPD",
  "elements": ["N", "N", "N", "O", "O", "S", "H", "H", "H"],
  "coordinates": [[0.201, 0.079, -0.822], [-0.796, -0.087, 0.009], [-0.477, 1.935, 1.018], [-0.382, -0.849, 1.121], [-1.155, 2.272, 1.957], [0.741, 2.578, 0.301], [-0.119, 0.186, -1.840], [1.198, -0.085, -0.616], [-1.149, -0.813, 1.763]],
  "mulliken_charge": [-0.156, -0.109, 0.399, -0.351, -0.506, -0.202, 0.263, 0.268, 0.393],
  "mol_weight_da": 109.1,
  "e_tot_ha": -714.514076,
  "gap_ev": [7.3, 7.3],
  "e_lumo_ev": [-0.384, -0.372],
  "relative_energy_ev": 3.217,
  "max_force_ev_per_a": 2.50
}